No. 1
The following is a DFT calculation (wB97M-V/def2-TZVPD) of C29H76NbO17P4 as an isolated structure.

Geometry as XYZ:
```
127
Properties=species:S:1:pos:R:3:forces:R:3
C 5.155341 -7.531088 -3.625942 -1.1 -0.5 0.8
O 5.168118 -6.128049 -4.067695 -1.1 -1.3 -0.4
C 3.848132 -5.694983 -4.575880 -0.2 1.8 0.4
C 2.844560 -5.416469 -3.309362 -0.5 -0.7 0.4
C 1.274459 -5.130275 -3.727691 -0.6 -0.2 0.9
C 0.328070 -6.260800 -2.947847 0.4 0.9 1.1
Nb 0.477600 -8.293496 -4.003383 -0.3 1.3 0.9
H 6.237120 -7.973380 -3.536533 -2.0 1.1 -0.6
H 4.680081 -7.619206 -2.535235 0.9 0.2 -2.3
H 4.440994 -8.147782 -4.336034 1.7 1.0 1.4
H 4.037148 -4.634183 -5.089849 -0.2 -2.3 1.1
H 3.404283 -6.379085 -5.417560 0.8 0.9 2.0
H 2.817295 -6.390420 -2.620056 0.2 2.0 -1.6
H 3.244351 -4.543621 -2.601828 -0.6 -1.8 -1.8
H 1.072493 -5.215744 -4.877917 0.6 0.4 2.2
H 0.914723 -4.079819 -3.301830 1.0 -1.9 -1.2
H 0.775052 -6.331087 -1.848562 -1.1 0.2 -2.0
H -0.795047 -5.944389 -2.861460 2.0 -0.3 -0.1
H 1.464286 -7.566312 -5.382309 0.2 -0.3 -0.4
H 2.057866 -8.677286 -3.152290 0.6 0.0 -0.1
H -0.512453 -9.066488 -2.653111 -0.1 -0.3 0.0
H -1.046490 -7.845205 -4.911596 -0.1 0.1 -0.6
H 0.517820 -9.951191 -4.773842 -0.2 -0.4 0.1
O 1.608085 -2.216632 3.551990 4.8 0.5 -0.1
P 2.442555 -3.502053 3.330870 -8.2 -5.0 0.1
O 1.399371 -4.071571 2.162804 0.9 0.5 -0.7
C 0.983034 -3.234229 1.088587 -0.3 0.2 -0.4
C 1.995215 -3.209655 -0.040301 0.1 -0.2 -0.1
O 1.779925 -4.343815 4.606665 1.8 0.4 0.2
C 1.257226 -3.643867 5.726616 -0.3 0.3 0.3
C -0.233113 -3.391790 5.560342 -0.3 -0.1 -0.1
O 3.374895 -4.938232 3.083817 0.7 2.7 1.2
C 3.549377 -5.621816 1.864098 0.5 -0.2 -1.0
C 4.736162 -5.080993 1.100243 0.5 -0.1 -0.1
H 0.773135 -2.214722 1.422791 0.1 -0.1 0.2
H 0.041350 -3.639910 0.715246 0.0 -0.2 0.1
H 2.943137 -2.782354 0.297429 0.0 0.1 0.0
H 1.628417 -2.609717 -0.877953 0.0 0.0 0.1
H 2.195102 -4.221520 -0.411887 -0.1 0.2 0.0
H 1.808616 -2.712701 5.892855 -0.2 -0.1 -0.1
H 1.418919 -4.266250 6.613273 0.1 -0.1 -0.2
H -0.481795 -2.997743 4.569881 0.2 0.1 0.2
H -0.592308 -2.685665 6.315386 0.0 -0.1 0.0
H -0.791963 -4.326002 5.667265 0.1 0.1 0.1
H 2.646991 -5.654123 1.253491 0.0 0.4 0.3
H 3.755975 -6.669974 2.116751 0.0 0.2 0.4
H 4.704314 -3.991368 1.023718 -0.2 -0.1 -0.1
H 4.780363 -5.514120 0.097377 0.0 0.1 0.0
H 5.668286 -5.323570 1.622788 -0.1 0.0 -0.1
O -0.341038 2.768974 1.617263 -0.1 4.7 0.4
P 1.070354 3.392900 1.489859 3.3 -9.0 -0.8
O 1.455857 2.444447 0.175026 -0.3 1.0 -0.7
C 0.563808 2.335513 -0.929874 -0.2 -0.2 -0.4
C 0.719709 3.487116 -1.904044 0.2 0.0 -0.1
O 1.779152 2.420629 2.642070 0.0 2.0 0.2
C 0.994414 1.871980 3.691166 -0.6 -0.4 0.3
C 0.488958 0.486254 3.321604 0.3 -0.1 -0.2
O 2.647277 4.090002 1.347513 -2.4 1.1 1.1
C 3.356074 4.316239 0.150905 0.3 0.5 -0.8
C 3.032139 5.674813 -0.426819 0.1 0.5 0.0
H -0.478093 2.258586 -0.607900 0.1 0.0 0.2
H 0.802035 1.401007 -1.440440 0.2 -0.1 0.1
H 0.461424 4.436490 -1.427407 -0.1 0.0 0.0
H 0.069019 3.351976 -2.772644 0.0 0.0 0.1
H 1.752516 3.560922 -2.264275 -0.2 0.0 0.0
H 0.172000 2.545863 3.952421 0.1 -0.1 -0.1
H 1.631502 1.796356 4.578897 0.1 0.1 -0.2
H 0.062160 0.452613 2.314212 -0.1 0.2 0.2
H -0.271970 0.150003 4.032693 0.1 0.0 0.0
H 1.311887 -0.234318 3.329612 -0.3 0.3 0.1
H 3.234403 3.518008 -0.581358 -0.4 0.0 0.3
H 4.423054 4.301464 0.408754 -0.2 0.0 0.4
H 1.953788 5.841979 -0.484853 0.1 -0.2 -0.2
H 3.470765 5.786233 -1.422050 -0.1 0.0 0.1
H 3.430076 6.467315 0.216872 0.0 -0.1 -0.1
O -0.745673 3.569393 -5.703694 3.7 -0.6 -2.8
P -1.100204 2.759809 -6.975081 -8.8 -0.8 3.6
O -2.488036 3.642121 -7.244174 0.6 0.8 -0.8
C -2.459871 5.065949 -7.225663 -0.2 0.3 0.1
C -2.013595 5.644577 -8.554396 -0.1 0.0 -0.2
O -1.828214 1.499856 -6.164022 1.6 -0.3 -1.1
C -1.443862 1.194445 -4.831193 0.1 -0.1 0.6
C -2.340296 1.908662 -3.831893 -0.3 0.1 0.0
O -1.496315 1.855275 -8.395579 2.5 0.6 1.3
C -2.133698 2.350097 -9.550715 0.0 0.4 -0.9
C -1.127214 2.890381 -10.540414 0.3 -0.1 -0.4
H -1.828769 5.451797 -6.420694 0.0 -0.2 0.0
H -3.476139 5.401735 -7.013112 -0.1 -0.2 0.0
H -0.986751 5.346540 -8.782362 0.0 0.1 0.0
H -2.056932 6.737247 -8.536470 0.0 -0.1 0.0
H -2.655308 5.294721 -9.371530 0.1 0.1 0.1
H -0.387574 1.432401 -4.668813 -0.2 0.1 0.0
H -1.545768 0.112446 -4.694963 0.0 0.1 -0.2
H -2.479155 2.966312 -4.077296 0.3 -0.1 0.0
H -1.925898 1.837977 -2.821446 -0.1 0.0 -0.1
H -3.338648 1.461700 -3.828015 0.1 0.0 0.0
H -2.924438 3.068465 -9.334234 0.3 0.0 0.3
H -2.646642 1.498865 -10.017025 0.3 -0.2 0.4
H -0.423284 3.578128 -10.065398 -0.2 0.1 0.0
H -1.631757 3.400065 -11.365610 0.1 0.0 0.1
H -0.524688 2.074397 -10.955005 -0.1 0.1 0.0
O -2.575323 4.133803 8.939924 3.7 -0.6 -2.8
P -2.929853 3.324219 7.668537 -8.7 -0.7 3.3
O -4.317685 4.206531 7.399444 0.6 0.8 -0.8
C -4.289520 5.630359 7.417955 -0.2 0.3 0.1
C -3.843245 6.208988 6.089222 -0.1 0.0 -0.2
O -3.657863 2.064266 8.479596 1.5 -0.4 -0.9
C -3.273512 1.758855 9.812425 0.1 0.0 0.5
C -4.169945 2.473072 10.811725 -0.3 0.1 0.1
O -3.325964 2.419686 6.248039 2.5 0.6 1.4
C -3.963348 2.914507 5.092903 0.0 0.5 -1.0
C -2.956863 3.454791 4.103204 0.3 -0.2 -0.3
H -3.658418 6.016207 8.222924 0.0 -0.2 0.0
H -5.305788 5.966145 7.630506 -0.1 -0.2 0.0
H -2.816401 5.910950 5.861256 0.0 0.1 0.0
H -3.886581 7.301657 6.107148 0.0 -0.1 0.1
H -4.484957 5.859132 5.272088 0.1 0.1 0.1
H -2.217223 1.996811 9.974805 -0.2 0.1 0.0
H -3.375418 0.676856 9.948655 0.0 0.1 -0.2
H -4.308805 3.530722 10.566322 0.3 -0.1 0.0
H -3.755547 2.402387 11.822172 0.0 0.0 -0.1
H -5.168298 2.026110 10.815603 0.1 0.0 0.0
H -4.754087 3.632875 5.309384 0.3 0.0 0.3
H -4.476292 2.063275 4.626593 0.3 -0.2 0.4
H -2.252933 4.142538 4.578220 -0.2 0.1 0.0
H -3.461406 3.964475 3.278008 0.1 0.0 0.0
H -2.354337 2.638808 3.688613 -0.1 0.2 0.0
```
Forces are in eV/Å.

Computed properties:
E ... -3851.48400 a.u.
LUMO ... -0.741 eV
HOMO-LUMO gap ... 4.140 eV
Net charge ... -1
Maximum force ... 9.63 eV Å⁻¹

No. 2
The following is a DFT calculation (wB97M-V/def2-TZVPD) of C9H15Cl2IrO6PV as an isolated structure.

Geometry as XYZ:
```
35
Properties=species:S:1:pos:R:3:forces:R:3
V -1.238314 -3.973122 -5.746940 3.1 -1.7 4.7
Ir 0.019243 -0.537644 -0.242486 -0.6 -2.5 -1.1
Cl -0.131575 -2.402657 -4.779013 0.6 1.1 0.9
Cl -0.598924 -2.500658 -1.254374 0.0 -0.1 -0.2
C 0.008740 1.228050 0.258301 -0.3 9.4 2.8
C -0.902485 -4.273780 -7.527453 1.5 -1.4 -11.2
C -3.030315 -3.666565 -5.976201 -11.0 2.4 -1.8
O -0.065013 2.371471 0.562925 0.4 -6.7 -1.9
O -0.744486 -4.429412 -8.681423 -0.8 0.8 6.4
O -4.171351 -3.416838 -6.134582 6.4 -1.4 0.9
C 0.732140 -1.424136 5.029342 0.3 -0.4 -0.2
C 0.480813 -0.786528 3.668150 -2.1 0.7 1.9
O 1.472353 -1.244237 2.747212 0.5 0.4 -3.7
P 1.634867 -1.029618 1.169405 1.8 -3.2 4.2
O 2.884791 0.006731 1.058397 1.1 1.8 0.1
C 3.579122 0.850487 2.016768 -2.3 -1.4 1.3
C 3.517422 2.285332 1.580028 0.5 1.3 -1.5
O 2.370289 -2.416716 0.849041 -1.3 2.6 -0.1
C 3.334686 -2.562285 -0.228448 1.3 -0.4 -0.5
C 3.138718 -1.681339 -1.448896 -0.2 -0.2 0.3
H 0.679029 -2.518098 4.945856 0.1 0.3 0.0
H -0.052103 -1.132432 5.740526 0.2 0.2 -0.3
H 1.718013 -1.132823 5.433903 -0.5 -0.1 -0.1
H -0.513339 -1.063571 3.300037 0.2 -0.2 -0.1
H 0.475624 0.306573 3.770332 0.4 -0.1 -0.3
H 3.144999 0.740205 3.016473 0.1 -0.6 -0.2
H 4.633660 0.542158 2.068849 0.6 -0.1 -0.5
H 2.499973 2.666272 1.484792 -0.2 -0.4 -0.1
H 4.001821 2.830986 2.388360 0.4 0.0 0.3
H 4.076987 2.464832 0.661031 0.0 0.3 0.0
H 4.331864 -2.355909 0.214908 -0.5 -0.4 -0.2
H 3.259097 -3.623307 -0.457503 0.2 0.0 -0.1
H 3.410307 -0.638254 -1.221647 -0.1 -0.3 -0.4
H 3.801440 -2.071019 -2.240359 -0.3 0.3 0.2
H 2.096188 -1.762996 -1.825188 0.3 0.1 0.0
```
Forces are in eV/Å.

Computed properties:
E ... -3111.58014 a.u.
LUMO (alpha / beta) ... -15.653 / -18.749 eV
Spin multiplicity ... 7
HOMO-LUMO gap (alpha / beta) ... 6.327 / 3.925 eV
Net charge ... +4
Maximum force ... 11.38 eV Å⁻¹
Energy above the lowest of the compared OMol25 structures with the same formula, charge and spin ... 0.26 kcal per mole

No. 3
The following is a DFT calculation (wB97M-V/def2-TZVPD) of C2H5NO3 as an isolated structure.

Geometry as XYZ:
```
11
Properties=species:S:1:pos:R:3:forces:R:3
C -1.345775 -1.102432 0.422810 0.1 -0.1 -0.1
O -2.612074 -1.498973 0.633768 0.2 0.1 0.0
O -0.610369 -1.709338 -0.306604 -0.2 0.1 0.2
H -3.052461 -0.893462 1.245810 0.1 0.0 -0.1
H -1.043498 -0.188031 0.956513 0.0 -0.1 0.0
C 1.489382 1.800441 -0.826434 0.0 -0.1 0.1
O 1.769690 -0.209426 0.023662 -0.2 0.5 -0.1
N 0.870471 1.294403 0.120552 0.3 -0.3 -0.2
H 1.125283 -0.896794 -0.258241 0.0 0.1 0.0
H 1.270759 2.825449 -1.121999 0.0 -0.1 0.1
H 2.138591 0.578164 -0.889837 -0.1 -0.1 0.1
```
Forces are in eV/Å.

Computed properties:
E ... -359.52335 a.u.
LUMO ... 0.459 eV
HOMO-LUMO gap ... 10.070 eV
Net charge ... 0
Maximum force ... 0.51 eV Å⁻¹
Energy above the lowest of the compared OMol25 structures with the same formula, charge and spin ... 116.70 kcal per mole

No. 4
The following is a DFT calculation (wB97M-V/def2-TZVPD) of C15H31ClI2NP2Ru as an isolated structure.

Geometry as XYZ:
```
53
Properties=species:S:1:pos:R:3:forces:R:3
I 0.266026 -1.454319 -3.494940 0.0 1.7 -1.5
I -0.003316 2.712438 -0.478179 0.0 0.5 -1.1
Ru 0.139946 0.267675 -1.410013 0.2 0.6 1.6
P -2.095132 0.027538 -1.625805 -2.6 -0.3 -1.0
C -3.191923 0.831516 -0.407501 0.0 0.1 0.1
C -2.539708 0.853279 -3.175727 -0.3 0.1 -0.2
H -3.628776 0.807075 -3.302949 0.2 0.1 -0.1
H -3.802912 -1.572499 -2.229444 0.3 0.0 0.1
H -2.050483 0.361471 -4.024479 -0.2 0.1 0.2
H -2.156266 -2.292742 -2.359285 -0.4 0.2 0.2
H -2.873484 1.869664 -0.241537 -0.2 -0.2 -0.1
H -2.220496 1.901129 -3.134780 -0.1 -0.2 0.0
C -2.811885 -1.643764 -1.761314 0.0 -0.2 0.0
H -4.219874 0.830191 -0.797965 0.3 0.0 0.2
H -2.929548 -2.090813 -0.767625 -0.1 0.1 -0.2
H -3.174010 0.274118 0.539449 -0.1 0.1 -0.2
P 2.425070 0.258955 -1.393777 2.5 -0.4 -0.5
C 3.304305 1.131856 -0.056656 -0.2 0.2 0.1
C 3.237047 -1.365745 -1.359371 -0.1 -0.1 -0.2
H 2.575809 0.560298 -3.776545 0.2 0.2 0.2
H 4.066128 1.114903 -2.940782 -0.3 0.0 -0.1
H 2.580073 2.122850 -2.902748 0.1 -0.2 0.0
C 2.968203 1.096398 -2.903748 0.2 0.0 -0.1
H 2.794236 -2.016195 -2.124160 0.3 0.2 0.2
H 4.318888 -1.247168 -1.516408 -0.3 0.0 0.0
H 4.379159 1.138902 -0.287773 -0.3 0.0 0.1
H 3.142091 0.611532 0.895970 0.2 0.2 -0.3
H 3.053485 -1.842344 -0.390086 0.1 0.1 -0.1
H 2.927085 2.158609 0.020134 0.2 -0.2 0.0
Cl 0.623342 -3.585434 -2.203129 0.2 -1.6 0.8
C -1.745920 0.186821 3.142765 0.0 0.0 0.2
N -1.053096 1.268015 2.382110 0.4 -0.2 -0.4
C -1.416463 2.614803 2.899399 0.0 0.3 0.2
C 0.464249 1.036385 2.352917 -0.3 0.8 0.1
C 0.758806 -0.227556 1.620559 1.2 -0.7 0.7
C 1.656515 -1.138710 2.193832 -0.6 0.7 0.1
C 1.611490 -2.486582 1.814586 0.5 -0.2 0.0
C 0.642000 -2.918244 0.921175 -0.8 -0.1 -0.3
C -0.227111 -1.982295 0.344668 0.8 -1.2 0.0
C 0.089225 -0.615191 0.418031 -1.0 -0.3 1.5
H -1.291415 0.140500 4.139582 -0.3 0.0 -0.2
H -1.593307 -0.767455 2.632222 -0.1 0.1 0.1
H -2.814232 0.434807 3.212493 0.4 -0.2 0.0
H -1.378612 1.233327 1.394765 0.3 0.0 0.5
H -1.013421 2.731238 3.912490 -0.1 0.0 -0.3
H -1.005154 3.375490 2.228670 0.0 -0.2 0.2
H -2.508048 2.697892 2.917120 0.3 0.0 0.0
H 0.916391 1.921865 1.887484 -0.2 -0.2 0.2
H 0.783306 0.984788 3.402857 -0.1 -0.1 -0.3
H 2.321201 -0.805817 3.000076 -0.4 -0.2 -0.2
H 2.261334 -3.223222 2.296565 -0.2 0.3 -0.2
H 0.554765 -3.977498 0.674912 -0.2 0.3 0.2
H -1.115585 -2.302712 -0.178108 0.4 -0.2 -0.4
```
Forces are in eV/Å.

Computed properties:
E ... -2477.44517 a.u.
LUMO (alpha / beta) ... -6.698 / -9.355 eV
Spin multiplicity ... 6
HOMO-LUMO gap (alpha / beta) ... 6.239 / 5.102 eV
Net charge ... +2
Maximum force ... 2.83 eV Å⁻¹
Energy above the lowest of the compared OMol25 structures with the same formula, charge and spin ... 29.15 kcal per mole